No. 1
{
  "formula": "C4H7NO2",
  "method": "wB97M-V/def2-TZVPD",
  "lumo_energy_ev": 0.941,
  "smiles": "CN1OCCC1=O",
  "spin_multiplicity": 1,
  "e_above_lowest_kcal_mol": 83.68,
  "total_charge": 0,
  "elements": ["C", "C", "C", "C", "H", "H", "H", "H", "H", "H", "H", "N", "O", "O"],
  "coordinates": [[-1.860650, -0.179726, -1.000557], [1.539766, 0.744598, -0.079802], [1.141182, -0.012871, 1.133818], [-0.105028, -0.799758, 0.655166], [-1.919216, 0.300157, -2.114802], [-2.225538, -1.367807, -0.954596], [-2.641195, 0.452815, -0.305174], [2.171795, -0.056966, -0.597757], [1.929759, 1.719811, -0.100445], [2.064704, -0.575794, 1.541040], [0.763017, 0.662777, 1.959280], [-0.416765, -0.228973, -0.606490], [0.302428, 0.968133, -0.734112], [-0.744260, -1.626396, 1.204431]],
  "atomic_forces_ev_per_a": [[-1.386, -0.535, -0.962], [-0.447, -2.537, -1.360], [0.941, 0.105, 2.733], [1.341, 2.066, -1.345], [0.115, -1.499, 2.772], [0.985, 3.448, -0.358], [2.329, -1.420, -1.374], [-0.512, 1.516, -0.342], [1.155, 0.943, 0.671], [-1.953, 0.425, -0.481], [0.329, -0.720, -0.710], [-1.513, -0.897, 0.951], [-0.630, 0.449, -1.010], [-0.754, -1.345, 0.815]]
}



No. 2
{
  "formula": "C12H6N4PtSSe4",
  "method": "wB97M-V/def2-TZVPD",
  "lumo_energy_ev": -1.455,
  "spin_multiplicity": 1,
  "e_above_lowest_kcal_mol": 1.58,
  "total_charge": 0,
  "elements": ["Pt", "Se", "Se", "Se", "Se", "S", "N", "C", "C", "C", "C", "C", "N", "C", "C", "N", "C", "C", "C", "C", "C", "N", "H", "H", "H", "H", "H", "H"],
  "coordinates": [[-1.405078, -2.044747, 0.590198], [-3.774429, -2.366688, 0.523256], [-4.477678, -4.428383, 1.296765], [-2.493851, -5.649180, 1.793316], [-0.737475, -4.228696, 1.302156], [2.769443, 4.018461, -1.191393], [3.224395, 2.557466, -0.681968], [2.118519, 1.854058, -0.506217], [2.056232, 0.478442, -0.051444], [3.183506, -0.277810, 0.262507], [3.006810, -1.574421, 0.686540], [1.717963, -2.087152, 0.787179], [0.636291, -1.377211, 0.489507], [0.794169, -0.105167, 0.074230], [-0.423390, 0.641330, -0.238160], [-1.591958, -0.011065, -0.082217], [-2.720578, 0.634139, -0.351604], [-2.747747, 1.953737, -0.789871], [-1.562462, 2.631986, -0.955091], [-0.370998, 1.966615, -0.674153], [0.936742, 2.578631, -0.809400], [1.169353, 3.817462, -1.209186], [4.165927, 0.164885, 0.168507], [3.846528, -2.203766, 0.943429], [1.550640, -3.103037, 1.120268], [-3.638367, 0.078387, -0.211000], [-3.699609, 2.422823, -0.992634], [-1.532900, 3.658903, -1.293522]],
  "atomic_forces_ev_per_a": [[0.429, 0.650, -0.120], [0.526, 0.595, -0.282], [0.107, -0.848, 0.365], [-0.893, -0.247, 0.084], [0.402, 0.681, -0.292], [-0.007, -0.011, 0.000], [-0.004, 0.003, 0.002], [-0.017, 0.008, -0.004], [-0.018, -0.017, 0.003], [0.005, -0.026, 0.011], [-0.005, 0.039, -0.013], [0.011, -0.114, 0.036], [-0.417, -0.260, 0.061], [-0.065, 0.095, -0.037], [0.119, -0.018, 0.009], [-0.082, -0.465, 0.151], [-0.114, -0.037, 0.003], [0.039, 0.011, -0.002], [-0.028, -0.005, 0.002], [-0.008, -0.024, 0.007], [0.015, -0.010, 0.004], [0.003, -0.002, 0.004], [-0.001, 0.002, -0.001], [-0.009, -0.001, -0.001], [-0.006, 0.009, 0.001], [0.010, -0.001, 0.005], [0.003, -0.009, 0.003], [0.003, 0.000, 0.000]]
}